1.
# C24H28IrN2O4SSe

A molecular structure, C24H28IrN2O4SSe in a non-equilibrium geometry (ωB97M-V/def2-TZVPD, OMol25).

ORCA input file:
```
! RIJCOSX wB97M-V def2-TZVPD def2/J DEFGRID3
* xyz 0 6
H 2.75 -0.93 0.72
C -5.11 0.57 2.85
C -4.83 0.54 1.50
H 4.60 1.14 3.25
N 3.53 0.86 1.42
C -0.16 3.80 2.72
C -3.71 -0.15 1.02
H -4.49 -0.05 4.81
H -2.20 5.14 0.27
H -2.05 -1.40 1.58
H 2.68 4.97 1.04
H 3.56 -1.01 2.29
H -4.67 -2.48 -0.35
H -6.78 0.53 -3.66
H 3.13 4.32 -0.56
H -6.62 -3.25 -1.64
C -1.20 3.77 1.60
C -2.90 -0.82 1.92
C -3.41 -0.07 -0.47
C 4.08 1.60 2.44
H -2.28 2.11 2.47
H -3.20 3.03 1.28
C -2.16 -0.94 -0.79
H -2.52 -1.30 3.98
Se 1.90 1.20 -0.95
C -5.22 0.30 -2.21
O -3.12 1.31 -0.70
H -4.85 1.31 -2.35
C -4.61 -0.53 -1.29
H -2.92 3.71 2.90
C -2.48 3.12 2.09
H 4.04 3.79 2.73
C -6.83 -1.43 -2.74
H 4.53 -0.87 0.80
O -1.01 -0.29 -0.86
C -4.28 -0.08 3.75
C -1.47 5.18 1.08
C 0.47 0.22 2.12
H 1.51 3.99 0.12
C 2.56 4.13 0.35
H 0.77 4.27 2.37
C 2.90 1.68 0.56
H -5.98 1.11 3.21
C -3.18 -0.78 3.29
C 3.60 -0.59 1.30
H -7.68 -1.77 -3.31
S 0.74 -0.38 3.53
C -6.31 -0.13 -2.94
C -6.23 -2.26 -1.81
O -0.69 3.03 0.48
N 3.08 2.93 1.01
H -5.47 1.05 0.79
Ir -0.29 1.14 0.45
H -0.55 5.63 0.70
H -1.87 5.81 1.87
H -2.76 1.39 -1.59
H 0.07 2.79 3.06
C -5.14 -1.83 -1.08
C 3.80 2.90 2.18
H -0.53 4.37 3.57
O -2.25 -2.13 -0.97
*
```

Relative energy (zero: lowest compared OMol25 entry of this formula, charge and spin), kcal per mole: 21.9
Strongest force on any atom, eV/Å: 4.2
Highest occupied orbital energy (spin up / spin down), eV: -4.27 / -8.14
LUMO (spin up / spin down), eV: -0.435 / -2.025
Orbital gap (spin up / spin down), eV: 3.84 / 6.12



2.
# C26H66BrN5O8P

4 unconnected molecules or ions with the total composition C26H66BrN5O8P in a non-equilibrium geometry (ωB97M-V/def2-TZVPD, OMol25).

ORCA input file:
```
! RIJCOSX wB97M-V def2-TZVPD def2/J DEFGRID3
* xyz 1 1
H -2.04 -0.35 0.34
H -9.03 -4.12 -3.88
C -3.32 -4.43 -3.01
C -4.47 -4.59 -0.77
H -3.12 -0.53 -2.16
C -2.36 1.47 5.49
H 0.22 4.26 -3.28
H -1.14 -3.63 -1.48
C 2.15 5.06 -3.62
H 11.63 0.19 -0.02
H -4.14 -0.76 6.65
N 1.19 3.11 -4.78
H 6.16 2.72 0.68
H -2.86 -1.01 4.51
H -6.90 -4.48 -0.59
C -3.08 -4.59 -1.48
H -4.30 -4.43 0.32
H -8.10 -2.19 -1.70
H -2.41 -4.69 -3.58
H 1.84 2.60 -4.21
H -2.30 -1.94 -3.01
H -4.99 -5.56 -0.87
H 7.76 1.56 1.53
H -3.58 -1.99 -0.43
C 0.68 1.50 -2.03
H 9.58 0.23 2.50
H -3.91 -0.33 2.91
C -1.65 -1.38 0.29
H 6.82 0.95 -0.59
C 9.77 0.88 1.64
O 6.56 2.89 -1.35
H -5.37 -2.26 4.29
H -3.24 1.41 6.15
C -7.32 -2.43 -0.97
H -5.25 0.78 2.62
H 6.59 1.10 -2.34
C -1.48 -0.29 6.85
H 0.74 0.84 -1.16
O -8.75 -4.31 -2.97
C -5.33 -1.46 5.03
H -2.66 -5.61 -1.34
O -0.22 0.92 -2.95
C -2.34 -1.31 -2.12
O 9.62 0.06 0.48
H -1.25 2.69 -3.28
H 3.68 2.74 -3.35
H 8.13 1.57 -1.64
H -4.27 -2.53 6.56
P -7.08 -4.24 -3.00
H 0.35 2.49 -1.69
C -4.14 -1.62 5.97
O 2.69 4.36 -2.50
H 1.88 6.06 -3.26
C 0.89 4.39 -4.13
H 1.69 1.56 -2.45
H -1.62 -2.43 6.73
H -1.82 -3.93 0.17
C 7.96 3.96 0.41
C -1.68 -1.58 6.04
H 4.33 3.36 -1.84
C 6.59 3.42 -0.03
H -2.29 -0.11 7.56
N -7.78 -2.44 0.42
H -7.82 -1.50 0.80
H 2.89 5.19 -4.41
H 7.82 4.56 1.31
O -5.26 -3.51 -1.33
C -4.99 -0.19 3.05
H -1.81 -1.81 1.30
N -2.88 -1.72 5.23
H 8.31 4.65 -0.37
H 8.77 2.48 2.65
C 3.89 3.65 -2.78
C -2.54 -2.12 -0.78
C 10.64 0.23 -0.48
H -0.60 -1.36 -0.03
H -6.54 -1.65 -1.06
H 10.79 1.25 1.74
C -2.06 -3.60 -0.86
N 9.04 3.01 0.65
H -7.14 -3.00 0.98
H -6.24 -1.51 5.63
O -5.33 -0.17 4.42
H -3.66 -3.43 -3.32
C -0.84 1.84 -3.84
H -1.71 1.31 -4.25
Br -6.57 -2.45 -4.30
H 0.39 1.36 -5.51
H -0.62 2.77 -5.76
N -6.63 -3.76 -1.27
H 9.26 2.55 -0.22
C 7.06 1.56 -1.46
H -0.58 -0.44 7.46
H 10.53 1.17 -1.03
H -4.11 -5.15 -3.34
H -2.58 1.02 4.52
H 5.91 4.28 -0.06
H 4.60 4.27 -3.33
C 8.75 2.01 1.67
O -1.22 0.86 6.07
C 0.02 2.27 -5.03
H -5.54 -0.97 2.51
H -2.13 2.52 5.32
H -1.34 -0.82 -2.03
H 10.56 -0.59 -1.20
H 0.40 5.05 -4.86
H -0.83 -1.67 5.36
*
```

Strongest force on any atom, eV/Å: 3.1
Highest occupied orbital energy, eV: -9.74
LUMO, eV: -3.648
Orbital gap, eV: 6.10



3.
# C4H9N3

2 unconnected molecules or ions with the total composition C4H9N3 in a non-equilibrium geometry (ωB97M-V/def2-TZVPD, OMol25).

ORCA input file:
```
! RIJCOSX wB97M-V def2-TZVPD def2/J DEFGRID3
* xyz 0 1
H 0.30 -2.87 -0.72
N 0.37 -3.22 -1.69
H -0.18 1.95 0.99
H -1.78 -0.95 -1.67
H -1.01 2.47 -0.44
C -2.12 1.83 1.34
N -1.65 0.10 -1.39
C -1.05 -0.81 0.70
H 0.72 -4.13 -1.76
N -1.08 -1.79 1.29
H -3.15 1.71 0.84
H -1.95 1.10 2.15
H -0.47 -3.05 -2.10
C -0.96 1.69 0.33
H -2.07 2.82 1.83
C -1.15 0.31 -0.26
*
```

Relative energy (zero: lowest compared OMol25 entry of this formula, charge and spin), kcal per mole: 41.6
Strongest force on any atom, eV/Å: 3.6
Highest occupied orbital energy, eV: -9.82
LUMO, eV: 0.296
Orbital gap, eV: 10.12



4.
# CH4ClN2O

2 unconnected molecules or ions with the total composition CH4ClN2O in a non-equilibrium geometry (ωB97M-V/def2-TZVPD, OMol25).

ORCA input file:
```
! RIJCOSX wB97M-V def2-TZVPD def2/J DEFGRID3
* xyz -1 1
H -1.07 -1.84 0.69
H -0.11 -0.72 1.57
N -0.63 -0.94 0.74
H -0.08 1.35 0.72
Cl 2.52 1.06 -0.85
C -0.55 -0.27 -0.38
H 0.60 1.26 -0.86
N 0.05 0.83 -0.13
O -0.73 -0.74 -1.51
*
```

Relative energy (zero: lowest compared OMol25 entry of this formula, charge and spin), kcal per mole: 24.4
Strongest force on any atom, eV/Å: 6.3
Highest occupied orbital energy, eV: -3.54
LUMO, eV: 3.986
Orbital gap, eV: 7.52



5.
# C34H43N6O4SSiTi

A molecular structure, C34H43N6O4SSiTi in a non-equilibrium geometry (ωB97M-V/def2-TZVPD, OMol25).

ORCA input file:
```
! RIJCOSX wB97M-V def2-TZVPD def2/J DEFGRID3
* xyz -1 1
H -0.47 -4.74 0.28
H -0.17 -2.28 2.92
H -2.18 0.64 2.69
C -0.88 1.46 -4.13
H -2.26 1.04 0.90
C -1.08 5.05 -4.01
H 3.54 1.09 -0.49
O -1.73 -3.33 2.11
Si 0.33 4.37 -2.96
C 3.05 0.15 -0.20
H 4.76 -0.36 0.96
H -3.17 -0.68 -5.43
H -3.82 -4.38 0.85
H 0.50 -6.94 0.78
O -3.59 -0.34 -0.67
H -1.23 4.77 -0.86
C 0.61 -1.17 4.63
H -2.52 3.49 0.86
H -2.11 -1.09 3.02
H -2.33 -2.01 -3.47
C -3.19 -3.75 0.22
C -1.10 3.69 -0.81
C -1.60 -0.14 3.16
N 0.04 0.18 4.97
H -1.71 4.25 -4.42
H 0.18 0.36 5.96
C 1.78 3.90 -4.06
C 3.21 -5.02 1.36
H 0.17 6.39 -1.43
H -4.97 -2.61 -0.34
H -0.43 2.42 -4.38
C -1.83 0.96 -4.99
H 4.26 -5.09 1.62
C -0.33 3.09 -1.75
H 1.81 1.17 4.43
H 1.38 0.93 2.10
H 1.94 2.82 -4.12
C -3.20 -1.41 -0.28
N -2.12 -1.64 0.58
C 0.75 1.25 4.18
H 0.07 -1.89 5.24
C 2.45 -6.17 1.27
C -1.42 0.19 4.66
C 1.31 -3.63 0.72
C 0.42 -1.38 3.11
H 0.37 2.21 4.53
C -1.94 -1.02 -3.68
C 0.96 5.85 -1.97
C -0.37 0.76 -3.00
C 0.46 1.00 2.68
H 1.66 -1.16 4.92
H -2.13 1.56 -5.84
N -0.29 -0.24 2.52
H 2.88 -7.14 1.47
H -3.87 -2.88 -1.69
N -0.88 0.94 -0.58
H -2.56 -4.41 -0.38
C -3.92 -2.72 -0.61
C 3.50 -2.56 1.11
C 3.68 -0.25 1.14
H 1.44 6.56 -2.65
C -1.67 1.65 0.23
H 2.05 2.16 -1.29
C 0.56 -4.82 0.60
C 2.66 -3.76 1.12
H -0.70 5.64 -4.85
N 1.60 0.36 -0.26
C -2.26 -2.90 1.08
H 3.37 -0.59 -0.94
H -1.79 1.18 4.92
C -0.97 -0.53 -2.84
C 1.43 1.26 -1.41
H 4.47 -2.61 0.59
C 1.11 -6.05 0.88
H 1.62 4.29 -5.07
S 1.86 0.49 -3.01
H -0.12 1.82 2.25
H 1.70 5.53 -1.24
N 3.06 -1.47 1.56
O -0.55 -1.32 -1.80
H 3.53 0.53 1.89
Ti -0.03 -0.84 -0.19
C -2.40 -0.29 -4.78
O 0.78 -2.47 0.41
H 1.39 -1.47 2.63
C -1.80 3.00 0.22
H -1.72 5.69 -3.41
H 2.70 4.35 -3.67
H -1.89 -0.55 5.31
C -0.09 1.58 -1.66
*
```

Relative energy (zero: lowest compared OMol25 entry of this formula, charge and spin), kcal per mole: 86.0
Strongest force on any atom, eV/Å: 1.8
Highest occupied orbital energy, eV: -2.18
LUMO, eV: 0.974
Orbital gap, eV: 3.15



6.
# C5H33NO12S

12 unconnected molecules or ions with the total composition C5H33NO12S in a non-equilibrium geometry (ωB97M-V/def2-TZVPD, OMol25).

ORCA input file:
```
! RIJCOSX wB97M-V def2-TZVPD def2/J DEFGRID3
* xyz 1 2
H -2.98 1.14 0.18
H 0.53 -4.70 -0.57
H -1.42 -1.88 3.39
N 0.13 -0.26 -1.52
O 2.82 0.54 2.79
C 0.16 -1.02 -2.77
H -3.36 -2.21 -1.14
H 2.57 1.45 2.58
H 1.40 -1.99 1.53
O -0.39 -3.09 -2.05
C 1.42 0.12 -0.89
H 1.00 3.09 2.31
H 1.20 -1.48 -2.99
O -2.58 -3.58 -0.21
C -0.75 -2.23 -2.79
O -1.21 -2.84 3.08
O 0.52 -2.21 1.23
H 4.12 -1.27 0.97
H -4.48 2.46 1.83
H -2.77 -3.56 0.83
H 0.54 -2.44 0.36
H -0.28 2.08 -0.50
O -4.05 -1.69 -0.89
H 1.86 -4.40 -0.22
O 1.92 3.18 2.39
H 0.02 2.09 -2.17
H 2.21 -0.43 -1.53
O -0.71 3.41 2.38
H -3.64 3.11 0.81
C 0.51 2.42 -1.23
H -0.68 -0.53 -0.84
S 0.97 4.22 -1.45
H -1.65 -2.43 -3.54
H 4.46 0.10 0.92
H 1.46 4.26 -2.73
H -0.59 -2.69 2.49
O 1.20 -5.10 -0.23
C 1.72 1.64 -0.79
H -3.01 0.97 -1.23
H 1.55 -0.49 0.01
O -3.56 2.49 1.50
H -3.54 -0.76 -0.59
O -2.68 0.46 -0.49
H 2.04 1.90 0.23
H -1.47 2.83 2.36
O 4.36 -0.60 0.34
H 2.56 2.03 -1.45
H 2.01 3.99 3.03
H 0.06 -0.22 -3.54
H -1.62 -3.49 -0.15
H -0.71 4.00 1.58
H 2.80 0.59 3.84
*
```

Strongest force on any atom, eV/Å: 8.8
Highest occupied orbital energy (spin up / spin down), eV: -12.30 / -12.30
LUMO (spin up / spin down), eV: -3.885 / -7.717
Orbital gap (spin up / spin down), eV: 8.41 / 4.58